[1]
60
Properties=species:S:1:pos:R:3:forces:R:3 method="wB97M-V/def2-TZVPD" lumo_energy_ha=0.0176 e_tot_ev=-41536.5233
C -5.06359 -1.19977 -0.15400 0.311 0.219 -0.165
C -4.21662 -0.53137 -1.23232 -0.410 -0.220 -0.029
H -4.76162 0.28501 -1.71773 0.101 -0.058 -0.010
H -3.94931 -1.26413 -1.99971 -0.053 0.146 0.045
O -2.97318 -0.06874 -0.73453 0.197 0.234 0.220
C -2.90162 1.12573 -0.09214 0.218 0.119 0.158
C -3.97975 1.96184 0.17952 -0.094 -0.232 -0.169
C -3.79496 3.14909 0.86560 0.076 0.031 0.040
C -2.53871 3.52486 1.30125 0.016 0.083 0.027
C -1.45388 2.71126 1.02691 -0.133 -0.104 -0.138
C -1.62734 1.53002 0.33063 -0.217 -0.015 -0.077
N -0.49031 0.70154 0.03701 -0.750 0.348 0.045
C 0.21084 0.21480 1.12658 0.530 -0.334 0.018
O -0.11912 0.41671 2.26412 -0.033 0.028 0.178
N 1.34056 -0.51831 0.82138 0.272 -0.078 0.360
C 1.78995 -0.90877 -0.41239 -0.222 0.183 0.268
O 2.76804 -1.60509 -0.52600 0.148 -0.127 -0.117
C 0.98601 -0.42855 -1.60399 0.196 -0.162 -0.637
C -0.16231 0.51321 -1.29455 0.346 -0.067 -0.010
O -0.77149 1.07912 -2.16789 0.052 -0.067 -0.148
C 0.41306 -1.68154 -2.31795 -0.201 -0.014 0.089
H 0.03548 -1.36603 -3.29238 0.093 0.038 0.025
H 1.24170 -2.37463 -2.47422 0.032 0.074 -0.048
C -0.73265 -2.37542 -1.57497 0.087 -0.043 -0.173
C -0.36404 -2.90030 -0.21690 -0.193 -0.219 0.174
C 0.67467 -3.80876 -0.04069 -0.178 0.037 0.122
C 0.97691 -4.23586 1.24165 0.145 -0.081 -0.365
N 0.32215 -3.83607 2.31870 0.110 -0.134 0.554
C -0.68264 -2.99360 2.15281 -0.222 0.166 -0.056
C -1.06622 -2.50127 0.91547 0.054 -0.232 -0.075
H -1.89189 -1.81086 0.83342 -0.091 0.113 -0.011
H -1.19748 -2.69188 3.05498 -0.097 0.093 0.036
H 1.78562 -4.93240 1.41851 0.096 -0.063 -0.078
H 1.24503 -4.17029 -0.88200 0.114 -0.020 -0.087
H -1.56620 -1.68008 -1.47512 -0.031 -0.077 -0.041
H -1.06416 -3.21405 -2.19547 -0.057 0.062 0.005
C 1.96264 0.25730 -2.59404 -0.070 0.198 0.056
H 2.85181 -0.37262 -2.65435 -0.080 -0.044 -0.026
H 1.49357 0.29164 -3.57810 -0.006 -0.086 0.043
C 2.35367 1.69031 -2.21228 0.029 -0.095 -0.147
C 2.86400 1.80599 -0.80672 0.157 0.237 0.086
C 4.01903 1.14954 -0.39386 -0.089 0.220 0.081
C 4.40751 1.25507 0.93135 0.147 -0.180 -0.313
N 3.74302 1.95682 1.83390 0.122 0.048 0.561
C 2.66281 2.60680 1.43867 -0.235 0.144 -0.093
C 2.18625 2.56852 0.13782 0.175 -0.055 -0.057
H 1.30467 3.12475 -0.14623 -0.103 0.057 -0.014
H 2.15748 3.18012 2.20507 -0.123 0.079 0.013
H 5.29357 0.75036 1.29248 0.097 -0.087 -0.054
H 4.59742 0.55872 -1.08655 0.058 -0.116 -0.060
H 3.13109 2.01842 -2.90764 -0.063 0.052 -0.007
H 1.49051 2.34611 -2.34241 0.074 0.011 -0.033
H 1.86051 -0.85575 1.62583 -0.112 0.036 -0.112
H -0.46728 2.98213 1.36672 0.109 -0.003 0.030
H -2.39953 4.44354 1.84834 0.012 0.088 0.056
H -4.64910 3.77811 1.06614 -0.075 0.047 0.017
H -4.97522 1.69376 -0.13552 -0.072 -0.072 -0.040
H -5.29178 -0.50481 0.65039 -0.063 0.026 0.069
H -4.52839 -2.04743 0.26768 0.022 -0.083 0.038
H -5.99360 -1.55459 -0.58936 -0.123 -0.050 -0.023

=====

[2]
17
Properties=species:S:1:pos:R:3:forces:R:3 method="wB97M-V/def2-TZVPD" lumo_energy_ha=-0.0330 e_tot_ev=-13393.0817
C 1.90679 -0.05419 -0.93935 -0.052 0.893 0.721
N -0.10658 -1.31791 -0.09895 1.831 -0.101 -0.500
N -0.24424 -0.67688 1.16391 2.914 2.446 -1.282
C 0.39971 -0.17945 -0.92197 -1.077 -3.252 -3.987
C -0.02800 0.87051 0.97698 -2.348 -1.019 3.712
C -0.95458 1.80838 0.72432 0.491 -0.316 -0.971
O -1.29505 -1.84546 -0.63187 -0.468 1.152 -0.518
O -1.23910 -1.17022 1.92642 -1.623 -0.619 -0.359
O -0.28445 0.06003 -1.93763 1.285 0.350 2.216
H -1.35559 -1.31603 -1.47615 -0.454 -0.204 0.602
H -1.78602 -1.68296 1.27887 -0.098 0.617 0.573
H 0.71826 1.10118 1.73268 0.236 0.134 -0.322
H 2.16979 1.00153 -1.02289 0.124 -0.102 -0.064
H 2.27713 -0.58396 -1.82033 -0.302 0.032 0.039
H 2.37831 -0.48628 -0.05655 -0.213 0.082 0.019
H -0.90124 2.78253 1.19654 0.374 0.155 -0.384
H -1.65512 1.68916 -0.09402 -0.620 -0.248 0.505

=====

[3]
103
Properties=species:S:1:pos:R:3:forces:R:3 method="wB97M-V/def2-TZVPD" lumo_energy_ha=0.2244 e_tot_ev=-67163.8199 total_charge=-4
C 2.99367 1.23224 -4.77050 0.992 0.882 0.777
C 3.69401 0.88013 -3.40367 1.144 -2.456 -1.807
C 3.37492 1.40812 -2.07145 0.201 0.972 1.058
O 3.47413 2.81572 -2.08986 -0.403 0.290 -0.067
C 3.17956 3.41269 -0.84112 -0.875 -0.007 -0.711
N 3.54416 -0.61845 -3.26886 -0.687 -0.133 -0.876
H 3.93727 -0.96812 -2.41507 0.526 0.148 0.570
H 2.51779 -0.81639 -3.14200 0.983 0.378 -0.408
H 4.73110 -1.71972 -4.63243 -1.538 1.135 1.533
H 2.49200 2.19423 -4.81233 -0.278 0.147 0.522
H 2.28041 0.46423 -5.05627 0.125 0.080 0.001
H 3.82401 1.38736 -5.49076 -0.606 -0.677 0.055
H 4.79328 1.05470 -3.56420 -0.881 0.038 0.084
H 4.18345 0.99263 -1.41213 -0.631 0.239 -0.067
H 2.40856 1.04766 -1.70554 -0.125 0.197 -0.045
H 2.20237 3.07588 -0.43644 0.479 0.061 -0.168
H 3.13013 4.49578 -1.01702 0.161 -0.263 0.205
H 3.96047 3.14711 -0.15727 0.482 0.065 0.803
C 1.18217 -0.10236 1.30573 0.824 -1.630 -1.003
C -0.26992 0.36422 1.37829 2.604 0.069 -0.267
C -0.49008 1.64945 0.60041 -1.423 1.110 0.635
O 0.31406 2.70225 1.00299 2.213 0.634 1.249
C -0.08986 4.02704 0.73558 -1.602 -1.422 -0.432
N -1.06360 -0.64884 0.70315 -0.447 -1.072 -0.174
H -1.98747 -0.39654 0.96588 -1.797 0.199 0.134
H -0.99088 -0.57818 -0.40265 0.312 0.043 0.503
H -0.96535 -1.61308 1.12187 0.083 0.545 -0.198
H 1.94391 0.42949 1.84171 -0.076 0.718 0.512
H 1.53551 -0.13662 0.25847 -0.343 0.326 0.114
H 1.32632 -1.17821 1.58617 -0.492 0.869 0.288
H -0.55897 0.43756 2.41576 -0.471 0.252 0.164
H -1.51623 1.99068 0.79012 -0.347 -0.464 -0.359
H -0.31665 1.50071 -0.43610 -0.185 -0.562 -1.027
H -0.05390 4.29034 -0.33317 -0.154 -0.228 0.067
H 0.57112 4.67820 1.24616 0.602 0.571 0.685
H -1.12945 4.11178 1.12017 0.417 0.484 -0.314
C -1.32181 -3.21335 6.42644 -0.737 -0.304 -1.193
C -0.98526 -1.84778 5.78370 1.606 -1.012 3.403
C 0.50135 -1.84243 5.63885 1.312 -1.225 0.358
O 1.21721 -2.10887 6.86213 -1.502 -0.206 -1.076
C 2.56359 -1.70324 6.74421 0.785 0.439 0.525
N -1.51128 -1.57749 4.50031 -1.071 1.985 -1.309
H -0.99709 -0.76245 4.12379 -0.792 0.117 0.314
H -1.27633 -2.22365 3.75960 0.084 -2.107 -1.157
H -2.53772 -1.35779 4.44118 -0.027 0.052 -0.288
H -0.72324 -3.99984 5.93469 -0.282 0.324 0.010
H -2.36821 -3.42305 6.23495 -0.326 -0.254 -0.011
H -1.16487 -3.34880 7.49211 0.267 0.748 0.048
H -1.21752 -1.01422 6.42376 -0.638 0.234 0.464
H 0.85997 -0.91565 5.28132 0.339 1.392 -0.670
H 0.67961 -2.60758 4.86296 0.635 -0.003 0.178
H 3.05572 -2.04981 5.82384 -0.280 0.179 0.128
H 3.09364 -2.12997 7.58967 0.108 -0.222 0.048
H 2.68961 -0.61591 6.87653 -0.104 -0.265 -0.504
C -7.16819 7.99438 -5.18107 -0.201 -0.518 -0.948
C -7.71732 9.32114 -4.62622 0.407 0.224 0.611
O -7.96428 10.25054 -5.41833 -0.272 0.110 -0.855
O -7.75383 9.38648 -3.37918 -0.251 -0.131 0.503
H -7.00750 7.29519 -4.34001 0.309 0.354 -0.574
H -6.25080 8.26087 -5.76550 -0.484 -0.518 0.637
H -7.85491 7.48970 -5.91712 0.435 0.612 0.601
C -4.94975 -3.11009 -4.51728 -1.272 -0.767 -0.654
C -6.08618 -3.51454 -5.61783 2.819 0.191 -0.312
O -5.70512 -3.40885 -6.82937 -0.870 -0.076 1.177
O -7.13117 -3.93189 -5.11384 -0.903 -0.094 -0.230
H -5.27749 -3.52190 -3.57748 -0.058 -0.354 0.448
H -4.97862 -2.05216 -4.36649 0.244 0.895 -0.178
H -3.93820 -3.45720 -4.72281 -0.041 0.112 -0.359
C -1.06038 0.17804 -4.19648 0.689 0.105 -0.083
C -0.33317 -0.16184 -2.84882 -1.506 0.057 -0.525
O 0.83650 -0.52416 -2.83254 1.267 -0.404 -0.589
O -1.02306 -0.03822 -1.80346 -0.991 0.074 0.063
H -1.65589 1.08545 -4.06175 0.288 0.060 -0.011
H -1.79988 -0.56409 -4.52190 0.334 -0.217 0.417
H -0.32416 0.29877 -5.02929 -0.533 0.014 0.712
C -5.39656 0.89872 2.44943 -1.980 -1.068 -0.033
C -4.23401 0.07786 2.98516 1.681 -0.417 1.737
O -3.08104 0.51050 2.63749 -0.792 -0.721 -0.088
O -4.39135 -0.89011 3.82828 0.025 1.569 -1.487
H -6.28717 0.97642 3.10990 0.695 -0.385 0.031
H -5.82084 0.47769 1.52127 0.395 -0.199 0.246
H -5.14977 1.89524 2.19012 0.815 0.909 -0.122
C 2.86035 -2.23469 -6.10159 0.813 -1.266 0.644
C 4.30030 -2.60674 -6.29642 2.207 0.598 -0.723
O 4.81582 -3.19350 -7.24928 -1.571 0.553 1.226
O 5.14270 -2.13204 -5.37010 1.393 -1.141 -1.182
H 2.49375 -2.59020 -7.02678 -1.506 -0.353 -0.636
H 2.69658 -1.17671 -5.96380 0.201 0.075 0.031
H 2.52321 -2.78286 -5.18924 -0.223 0.433 -0.868
C 6.55811 -1.37198 5.33519 -0.289 -0.223 -0.217
C 5.99894 -0.66755 6.57771 0.115 -0.456 1.029
O 6.47434 -1.01962 7.71536 -0.652 0.747 -1.455
O 5.04505 0.10709 6.30137 0.517 -0.140 0.700
H 5.73384 -1.99603 4.98565 0.221 -0.818 0.326
H 7.52249 -1.88745 5.42392 -0.408 -0.056 0.150
H 6.55424 -0.70557 4.49881 0.544 0.943 -0.431
C 0.50012 -3.56590 0.52089 -0.692 -0.710 -0.508
C 0.14633 -3.66464 1.97909 0.174 -0.877 1.728
O -1.01713 -3.14134 2.30935 1.882 0.028 -0.369
O 0.95145 -4.25637 2.74793 -1.461 1.094 -0.743
H 1.29461 -4.20564 0.13448 0.294 0.397 0.533
H 0.56367 -2.54567 0.22597 0.806 0.779 -0.324
H -0.37403 -3.85633 -0.02707 -0.775 -0.434 -0.349

=====

[4]
27
Properties=species:S:1:pos:R:3:forces:R:3 method="wB97M-V/def2-TZVPD" lumo_energy_ha=-0.0698 e_tot_ev=-22466.5413
C 3.57569 -1.56381 0.09631 1.190 0.171 -0.074
C 2.93071 -0.08197 -0.19548 -1.088 -0.588 -0.917
B 1.41931 0.13180 0.50092 0.789 -1.497 0.339
O 1.00990 -0.93107 1.45366 0.334 3.317 -0.335
C 0.44043 1.39340 0.09852 -2.978 0.177 0.447
C -1.03881 1.44052 0.25995 4.477 1.683 -1.286
C -2.12564 0.37320 0.86641 -0.463 1.344 -0.150
C -2.01007 -1.15530 0.29471 -0.392 -0.951 0.044
C -3.29161 -1.62887 -0.64058 -5.123 2.162 -0.682
O -4.49281 -1.04610 -0.66236 8.038 -3.778 0.279
O -3.03946 -2.83902 -1.49185 0.184 3.561 0.738
C -1.31006 2.96008 -0.38069 -5.942 0.758 -1.152
O -2.48338 3.36322 -0.91204 8.520 -2.269 3.726
O -0.07865 3.76878 -0.21017 -0.531 -2.883 -2.464
C 1.00507 2.79534 -0.55173 3.356 -0.021 -2.327
O 2.11533 3.04800 -1.26508 -7.984 -1.439 5.358
H 2.78939 -2.42214 0.24483 1.457 1.931 -0.071
H 4.25977 -1.90764 -0.81838 -1.453 0.899 1.991
H 4.29987 -1.46263 1.03458 -1.719 -0.554 -1.916
H 3.59030 0.81772 0.15822 -0.979 -1.732 -0.799
H 2.79531 -0.00367 -1.37859 0.349 0.238 2.489
H 0.65724 -0.54017 2.30600 0.190 -0.683 -1.602
H -3.20143 0.81851 0.62911 2.316 -1.050 0.341
H -2.03297 0.42995 2.05913 0.011 -0.286 -2.758
H -1.99767 -1.89644 1.22884 -0.021 1.496 -2.187
H -1.04680 -1.37779 -0.33707 -1.893 0.581 1.366
H -2.73894 -2.48389 -2.38717 -0.644 -0.588 1.601

=====

| no. | HOMO level (eV) | gap between HOMO and LUMO (eV) | F_max (eV/Å) |
| --- | --- | --- | --- |
| 1 | -8.912 | 9.39 | 0.83 |
| 2 | -8.009 | 7.11 | 5.26 |
| 3 | -0.301 | 6.41 | 3.90 |
| 4 | -10.719 | 8.82 | 9.72 |